# 1
Here is a 8-piece molecular cluster, C32H54O18 overall at a distorted geometry from OMol25. Energies are from ωB97M-V/def2-TZVPD.

Output
SMILES: C[C@H]1COC(=O)O1.C[C@H]1COC(=O)O1.C[C@H]1COC(=O)O1.C[C@H]1COC(=O)O1.C[C@H]1COC(=O)O1.C1CCOC1.C1CCOC1.C1CCOC1
LUMO: -0.01008 Ha
ΔE to the lowest compared entry with this formula, charge and spin: 79.5 kcal per mole
Highest occupied orbital energy: -8.9 eV
Gap between HOMO and LUMO: 8.668 eV

Last column: Mulliken charge in e.
Positions of all 104 atoms, in Å:
1 C -5.307 1.306 1.162  -1.583
2 C -4.889 0.699 2.499  1.287
3 C -3.725 1.441 3.196  -0.001
4 O -4.249 1.625 4.547  -0.371
5 C -5.571 1.530 4.530  0.590
6 O -6.312 1.939 5.481  -0.621
7 O -5.986 0.908 3.400  -0.475
8 H -4.475 1.859 0.728  0.303
9 H -6.229 1.880 1.070  0.359
10 H -5.421 0.535 0.399  0.415
11 H -4.571 -0.308 2.229  -0.069
12 H -3.367 2.400 2.821  0.357
13 H -2.926 0.708 3.089  -0.092
14 C -4.985 -2.208 4.893  -1.442
15 C -3.437 -1.943 4.783  0.461
16 C -2.580 -3.029 5.341  -0.386
17 O -1.843 -3.452 4.216  -0.383
18 C -1.996 -2.666 3.156  0.585
19 O -1.630 -2.854 2.048  -0.479
20 O -3.040 -1.842 3.445  -0.276
21 H -5.565 -1.340 4.581  0.229
22 H -5.268 -2.326 5.939  0.402
23 H -5.352 -3.011 4.254  0.324
24 H -3.043 -1.059 5.285  0.290
25 H -3.123 -3.919 5.659  0.300
26 H -1.977 -2.542 6.107  0.273
27 C -0.296 0.200 0.790  -1.544
28 C 0.939 0.964 0.378  0.753
29 C 2.139 0.241 -0.157  -0.034
30 O 2.300 0.930 -1.399  -0.368
31 C 1.325 1.822 -1.630  0.622
32 O 1.430 2.522 -2.608  -0.590
33 O 0.492 1.855 -0.612  -0.392
34 H -0.611 -0.556 0.070  0.313
35 H -1.127 0.904 0.833  0.460
36 H -0.244 -0.377 1.713  0.299
37 H 1.257 1.634 1.177  -0.017
38 H 1.805 -0.782 -0.329  0.274
39 H 2.928 0.382 0.582  0.154
40 C 5.924 2.569 -2.804  -1.432
41 C 5.518 1.785 -4.035  0.661
42 C 4.064 1.968 -4.470  -0.008
43 O 4.269 2.149 -5.839  -0.298
44 C 5.568 2.152 -6.238  0.558
45 O 5.975 2.230 -7.364  -0.560
46 O 6.276 1.987 -5.147  -0.396
47 H 7.006 2.572 -2.668  0.400
48 H 5.516 2.052 -1.936  0.281
49 H 5.638 3.620 -2.750  0.383
50 H 5.624 0.729 -3.784  0.139
51 H 3.584 2.857 -4.061  0.179
52 H 3.438 1.102 -4.254  0.088
53 C 4.491 1.295 6.212  -1.512
54 C 3.172 1.215 5.452  0.444
55 C 3.291 0.758 3.973  -0.367
56 O 2.238 -0.200 3.967  -0.147
57 C 1.666 -0.393 5.198  0.532
58 O 0.803 -1.137 5.527  -0.500
59 O 2.423 0.299 6.063  -0.367
60 H 4.762 0.260 6.420  0.386
61 H 4.393 1.746 7.199  0.369
62 H 5.317 1.694 5.622  0.367
63 H 2.726 2.197 5.609  0.235
64 H 4.218 0.188 3.913  0.283
65 H 3.211 1.477 3.157  0.301
66 C 1.870 -3.313 1.625  0.819
67 C 1.118 -4.355 0.956  -0.577
68 C 0.622 -5.208 2.091  -0.094
69 O 1.649 -5.051 3.126  -0.527
70 C 2.183 -3.737 3.077  -0.354
71 H 1.204 -2.458 1.739  -0.894
72 H 2.715 -3.129 0.962  0.549
73 H 1.843 -4.745 0.243  0.364
74 H 0.189 -4.058 0.468  0.196
75 H 0.486 -6.247 1.790  0.339
76 H -0.295 -4.888 2.585  -0.117
77 H 3.218 -3.807 3.412  0.283
78 H 1.664 -3.086 3.780  0.048
79 C -2.634 0.787 -2.330  0.135
80 C -2.847 -0.730 -2.425  -0.481
81 C -3.777 -0.803 -3.626  -0.545
82 O -3.443 0.318 -4.464  -0.456
83 C -2.598 1.310 -3.784  -0.087
84 H -1.748 1.061 -1.758  0.046
85 H -3.533 1.214 -1.884  -0.057
86 H -3.286 -1.181 -1.535  0.301
87 H -1.901 -1.223 -2.650  0.268
88 H -4.812 -0.597 -3.352  0.304
89 H -3.846 -1.787 -4.089  0.324
90 H -2.979 2.321 -3.637  0.326
91 H -1.573 1.285 -4.153  -0.158
92 C 0.317 2.115 -6.221  -0.415
93 C 0.166 0.748 -6.655  -0.372
94 C -0.285 0.842 -8.116  -0.411
95 O 0.423 1.998 -8.533  -0.462
96 C 0.999 2.667 -7.464  -0.375
97 H 0.798 2.348 -5.271  0.348
98 H -0.708 2.443 -6.048  0.240
99 H -0.516 0.123 -6.078  0.281
100 H 1.135 0.270 -6.508  0.205
101 H -1.307 1.171 -8.301  0.231
102 H -0.006 0.016 -8.771  0.263
103 H 0.865 3.739 -7.316  0.331
104 H 2.051 2.385 -7.508  0.233

# 2
Here is a 2-piece molecular cluster, C5H8NO overall at a distorted geometry from OMol25. Energies are from ωB97M-V/def2-TZVPD.

Output
LUMO (spin up / spin down): -0.19501 / -0.19500 Ha
ΔE to the lowest compared entry with this formula, charge and spin: 89.2 kcal per mole
Highest occupied orbital energy (spin up / spin down): -13.6 / -13.6 eV
Gap between HOMO and LUMO (spin up / spin down): 8.283 / 8.284 eV
Total charge: +1

Last column: natural (NBO) charge in e.
Positions of all 15 atoms, in Å:
1 C -0.755 0.637 -0.070  0.418
2 C 0.881 -1.346 -0.583  0.763
3 C 1.344 -0.580 0.434  -0.518
4 C 2.207 0.608 0.163  -0.639
5 C -3.086 0.286 0.651  -0.445
6 N -1.613 0.067 0.518  -0.266
7 O 0.518 -1.743 -1.618  -0.367
8 H -0.315 1.354 -0.651  0.246
9 H 1.379 -0.918 1.504  0.307
10 H 1.674 1.531 0.269  0.205
11 H 2.622 0.777 -0.768  0.245
12 H 3.149 0.818 0.865  0.269
13 H -3.627 -0.524 1.281  0.277
14 H -3.463 0.494 -0.456  0.260
15 H -3.128 1.284 1.080  0.247

# 3
Here is C47H36Cl2N3O3PdS2 as an isolated structure at a distorted geometry from OMol25. Energies are from ωB97M-V/def2-TZVPD.

Output
Multiplicity: 5
LUMO (spin up / spin down): -0.32186 / -0.40864 Ha
ΔE to the lowest compared entry with this formula, charge and spin: 55.1 kcal per mole
Highest occupied orbital energy (spin up / spin down): -15.5 / -15.5 eV
<S²>: 6.090
Gap between HOMO and LUMO (spin up / spin down): 6.777 / 4.410 eV
Total charge: +3

Last column: Mulliken spin population.
Positions of all 94 atoms, in Å:
1 Pd -1.145 -0.110 1.440  1.266
2 Cl -1.720 2.254 5.931  0.055
3 C -0.270 1.597 5.375  0.143
4 C 0.891 1.712 6.087  -0.079
5 C 2.077 1.156 5.608  0.216
6 Cl 3.458 1.357 6.569  0.080
7 C 2.153 0.437 4.358  -0.013
8 C 3.440 -0.156 3.942  0.021
9 C 3.729 -0.859 2.844  0.013
10 C 2.771 -1.192 1.738  0.029
11 N 0.893 -0.325 2.378  0.219
12 C 0.981 0.340 3.653  0.069
13 C -0.271 0.898 4.106  0.206
14 O -1.326 0.779 3.442  0.369
15 H 0.892 2.236 7.034  0.003
16 H 4.249 -0.007 4.642  0.005
17 H 4.743 -1.229 2.736  0.000
18 H 3.227 -1.753 0.927  0.005
19 C -5.662 5.612 -2.473  0.000
20 C -4.761 4.532 -1.948  0.001
21 C -5.300 3.395 -1.341  0.004
22 C -4.481 2.389 -0.862  0.014
23 C -3.107 2.532 -1.017  0.035
24 C -2.527 3.653 -1.600  0.005
25 C -3.371 4.643 -2.063  0.001
26 S -2.062 1.278 -0.397  0.122
27 O -0.843 1.926 0.239  0.129
28 C -1.453 0.416 -1.854  0.037
29 C -2.119 0.595 -3.084  -0.006
30 C -1.647 -0.031 -4.199  -0.002
31 C -0.489 -0.841 -4.143  0.002
32 C 0.020 -1.473 -5.304  0.000
33 C 1.140 -2.246 -5.241  0.007
34 C 1.810 -2.428 -4.008  0.002
35 C 1.345 -1.839 -2.870  0.024
36 C 0.176 -1.029 -2.904  0.011
37 C -0.350 -0.406 -1.740  -0.023
38 C 0.332 -0.700 -0.429  0.176
39 C -0.010 -1.995 0.200  -0.007
40 C -0.926 -2.828 -0.504  0.092
41 C -1.186 -4.118 -0.110  -0.028
42 C -0.528 -4.646 0.996  0.106
43 C 0.348 -3.846 1.736  -0.019
44 C 0.599 -2.544 1.381  0.063
45 C 1.439 -1.732 2.311  -0.031
46 C 1.958 0.071 1.365  0.011
47 C 1.371 0.118 -0.006  -0.059
48 S 1.871 1.577 -0.884  0.254
49 O 1.374 1.656 -2.255  0.235
50 C 3.645 1.410 -0.864  0.043
51 C 4.234 0.653 -1.869  0.006
52 C 5.614 0.572 -1.893  0.004
53 C 6.403 1.249 -0.957  0.004
54 C 7.901 1.209 -1.049  0.000
55 C 5.771 2.011 0.027  0.010
56 C 4.391 2.114 0.074  0.024
57 H -6.523 5.760 -1.822  0.000
58 H -6.047 5.329 -3.456  0.000
59 H -5.136 6.558 -2.583  0.000
60 H -6.374 3.309 -1.227  0.000
61 H -4.903 1.522 -0.367  0.001
62 H -1.451 3.747 -1.685  -0.001
63 H -2.944 5.527 -2.521  0.001
64 H -2.981 1.248 -3.145  0.001
65 H -2.149 0.106 -5.149  0.000
66 H -0.495 -1.327 -6.247  0.000
67 H 1.522 -2.723 -6.134  0.000
68 H 2.702 -3.042 -3.971  0.000
69 H 1.875 -1.991 -1.936  -0.003
70 H -1.407 -2.449 -1.393  0.013
71 H -1.885 -4.723 -0.673  0.001
72 H -0.705 -5.672 1.299  -0.003
73 H 0.823 -4.256 2.620  0.000
74 H 1.512 -2.209 3.284  -0.002
75 H 2.457 1.001 1.615  -0.002
76 H 3.628 0.157 -2.621  0.002
77 H 6.095 -0.019 -2.664  0.002
78 H 8.254 0.288 -1.509  0.000
79 H 8.368 1.319 -0.071  0.000
80 H 8.250 2.037 -1.669  0.001
81 H 6.371 2.555 0.747  0.000
82 H 3.915 2.761 0.805  -0.008
83 C -5.624 -3.417 0.525  0.001
84 N -4.515 -2.776 1.247  0.002
85 C -4.089 -3.085 2.516  0.004
86 C -3.046 -2.254 2.784  -0.013
87 N -2.840 -1.442 1.690  0.132
88 C -3.734 -1.793 0.779  0.005
89 H -6.129 -4.101 1.199  0.000
90 H -5.250 -3.975 -0.330  0.000
91 H -6.335 -2.669 0.188  0.000
92 H -4.568 -3.842 3.117  0.001
93 H -2.473 -2.154 3.691  0.006
94 H -3.857 -1.351 -0.199  0.003